# 1
Here is a 11-piece molecular cluster, C50H76O14 overall at a distorted geometry from OMol25. Energies are from ωB97M-V/def2-TZVPD.

Element x y z (Å)
O  1.410  6.097  4.302
C  0.405  5.697  3.813
C  -0.496  6.661  3.114
C  -1.637  6.250  2.631
C  -2.032  4.747  2.822
O  -3.073  4.367  2.381
C  -1.149  3.796  3.543
C  -0.003  4.236  4.021
H  -0.139  7.679  3.092
H  -2.402  6.834  2.145
H  -1.527  2.780  3.576
H  0.704  3.610  4.559
O  1.588  2.833  0.470
C  2.551  2.144  0.301
C  2.744  0.944  1.177
C  3.865  0.216  0.970
C  4.848  0.596  -0.110
O  5.808  -0.060  -0.279
C  4.554  1.784  -1.037
C  3.445  2.516  -0.811
H  2.011  0.773  1.975
H  4.171  -0.610  1.603
H  5.145  1.877  -1.949
H  3.041  3.306  -1.439
O  -1.253  -0.392  2.835
C  -0.993  -0.507  1.644
C  -0.925  -1.863  1.053
C  -0.647  -2.017  -0.214
C  -0.342  -0.822  -1.050
O  0.014  -0.981  -2.181
C  -0.450  0.569  -0.440
C  -0.734  0.712  0.819
H  -1.145  -2.655  1.753
H  -0.549  -2.983  -0.699
H  -0.255  1.347  -1.187
H  -0.774  1.629  1.408
C  -4.752  -1.352  -1.844
C  -4.889  -2.355  -0.676
C  -4.386  -3.642  -1.338
O  -3.314  -3.158  -2.151
C  -3.608  -1.908  -2.719
H  -4.548  -0.364  -1.422
H  -5.670  -1.296  -2.423
H  -5.927  -2.398  -0.373
H  -4.298  -2.138  0.214
H  -5.031  -4.172  -2.051
H  -4.054  -4.332  -0.573
H  -3.939  -2.039  -3.760
H  -2.673  -1.344  -2.725
C  -0.627  -5.967  -5.172
C  -1.131  -4.574  -4.852
C  -0.161  -4.090  -3.739
O  0.345  -5.281  -3.139
C  -0.191  -6.442  -3.788
H  0.197  -5.859  -5.880
H  -1.371  -6.633  -5.586
H  -2.127  -4.669  -4.418
H  -1.166  -3.839  -5.659
H  -0.718  -3.452  -3.070
H  0.640  -3.489  -4.194
H  -1.047  -6.785  -3.181
H  0.562  -7.228  -3.790
C  2.026  3.020  -5.986
C  2.466  2.125  -4.797
C  1.109  1.626  -4.233
O  0.110  2.031  -5.166
C  0.541  3.261  -5.747
H  2.121  2.488  -6.927
H  2.632  3.933  -6.034
H  3.063  2.623  -4.028
H  3.060  1.315  -5.207
H  0.859  2.098  -3.254
H  1.099  0.550  -4.094
H  0.326  4.073  -5.040
H  -0.081  3.413  -6.618
C  2.054  -0.017  6.158
C  3.254  0.459  5.337
C  2.592  1.601  4.574
O  1.236  1.230  4.296
C  0.791  0.616  5.508
H  2.117  0.406  7.149
H  1.908  -1.086  6.283
H  3.683  -0.280  4.652
H  4.071  0.875  5.905
H  3.126  1.958  3.691
H  2.551  2.437  5.309
H  0.032  -0.146  5.394
H  0.366  1.465  6.068
C  0.386  5.244  -2.097
C  -0.922  4.651  -1.616
C  -1.512  5.871  -0.841
O  -0.434  6.445  -0.175
C  0.789  6.141  -0.915
H  0.274  5.693  -3.080
H  1.141  4.452  -2.196
H  -0.820  3.851  -0.883
H  -1.605  4.362  -2.411
H  -2.298  5.635  -0.109
H  -1.900  6.676  -1.502
H  1.544  5.697  -0.257
H  1.201  7.039  -1.373
C  1.453  -3.374  3.697
C  0.782  -4.607  3.043
C  1.376  -4.601  1.619
O  2.665  -4.067  1.748
C  2.539  -2.982  2.669
H  2.008  -3.622  4.625
H  0.843  -2.499  3.905
H  -0.308  -4.449  3.032
H  0.933  -5.575  3.511
H  0.819  -4.004  0.888
H  1.410  -5.645  1.306
H  2.095  -2.117  2.121
H  3.506  -2.656  3.058
C  2.890  -2.580  -1.659
C  3.772  -3.782  -1.303
C  5.148  -3.347  -1.766
O  4.899  -2.494  -2.890
C  3.502  -2.233  -3.022
H  3.019  -1.753  -0.935
H  1.832  -2.784  -1.798
H  3.522  -4.688  -1.870
H  3.695  -4.052  -0.242
H  5.702  -4.255  -2.042
H  5.670  -2.804  -0.973
H  3.121  -2.830  -3.859
H  3.398  -1.175  -3.249
C  -6.311  -0.754  2.923
C  -5.078  -0.192  2.223
C  -4.821  1.181  2.877
O  -5.683  1.241  4.045
C  -6.805  0.467  3.771
H  -6.068  -1.594  3.574
H  -7.102  -1.080  2.252
H  -5.273  -0.123  1.150
H  -4.296  -0.944  2.342
H  -5.114  1.965  2.165
H  -3.790  1.375  3.167
H  -7.428  1.178  3.211
H  -7.370  0.122  4.643

Force components x, y, z for each atom (eV/Å):
2.131 0.561 0.826
-1.862 -0.958 -0.098
0.887 -0.171 0.476
-1.184 -2.454 0.315
1.150 1.749 0.027
-1.587 -0.531 -0.758
-0.372 0.440 -0.513
0.666 0.895 -0.131
0.045 0.082 -0.130
0.035 0.202 -0.118
0.167 -0.024 0.252
-0.059 0.147 -0.135
-1.807 1.228 0.490
0.224 -0.617 0.239
1.544 -0.311 -0.593
-0.810 1.108 0.235
-2.406 1.762 -0.221
2.590 -1.626 -0.371
-1.267 -0.238 0.354
1.160 -1.298 -0.151
0.258 0.053 -0.375
-0.085 -0.075 -0.192
0.183 0.042 0.487
0.344 -0.038 0.057
0.081 0.037 -0.547
-0.136 0.252 1.062
-0.463 0.571 1.171
0.456 -0.023 -1.109
-0.397 0.299 1.213
0.356 0.210 -1.308
0.443 -0.899 -2.678
-0.434 -0.214 2.197
0.048 -0.205 -0.013
-0.129 0.095 -0.077
-0.027 -0.012 0.543
0.010 -0.026 -0.473
0.465 0.618 0.690
-0.674 -0.440 -1.177
0.164 0.836 -0.446
1.265 -1.321 0.528
-0.614 -0.001 0.187
0.022 0.086 -0.360
-0.118 -0.008 0.085
-0.287 -0.164 0.217
0.202 0.161 -0.269
-0.697 0.203 0.546
0.534 -0.306 -0.182
0.053 0.095 0.122
-0.188 0.218 0.041
0.342 0.219 -0.009
-0.228 0.418 0.755
-0.525 -0.451 -1.447
0.323 0.182 0.252
-0.086 0.539 0.195
0.199 -0.431 0.174
-0.244 -0.057 -0.242
-0.119 0.218 -0.011
-0.018 -0.332 -0.148
0.050 0.010 0.649
0.142 -0.261 0.289
0.054 -0.070 -0.370
0.099 0.080 -0.021
0.271 0.701 0.285
-0.608 -0.041 -0.317
0.102 0.595 0.276
-0.008 -0.407 0.027
-0.081 -0.525 0.780
0.197 -0.102 -0.062
-0.241 -0.094 -0.124
-0.118 0.158 -0.229
0.071 -0.238 0.234
0.361 -0.170 -0.331
-0.319 -0.084 -0.107
0.257 0.134 0.004
0.117 0.081 -0.363
-0.541 0.355 0.576
-0.534 -0.041 -0.986
-0.205 0.889 0.786
0.727 -0.786 -0.681
0.605 0.585 0.194
0.200 -0.051 0.490
0.335 -0.137 -0.222
-0.270 -0.134 0.099
0.204 -0.100 0.445
-0.347 -0.195 -0.078
0.078 -0.030 -0.466
-0.299 0.125 -0.727
0.107 -0.506 0.487
0.578 -1.639 0.855
-1.416 1.183 0.479
-0.563 0.075 -0.779
2.060 -0.150 0.300
-0.608 0.691 -0.767
0.010 0.551 0.182
-0.098 0.125 -0.180
0.284 -0.169 -0.149
0.076 -0.270 -0.090
0.231 -0.164 -0.211
-0.217 -0.712 -0.203
-0.381 -0.060 0.004
0.062 0.448 0.506
1.907 -0.762 0.790
-1.010 1.339 -0.377
-0.577 -0.783 0.424
0.731 0.238 0.775
-1.182 0.860 -1.000
-0.676 -0.083 -0.237
-0.449 -0.227 -0.040
0.226 -0.179 -0.130
0.406 0.179 0.302
-0.172 -0.113 0.196
0.349 0.215 -0.515
0.479 -0.215 -0.024
-0.046 -0.473 -0.001
0.249 -0.381 -0.831
-0.526 -0.421 0.732
-0.511 -0.204 0.247
0.591 -0.115 0.019
0.397 0.408 0.491
-0.005 -0.312 -0.298
-0.090 -0.185 0.289
-0.448 0.326 -0.044
0.273 0.156 -0.298
0.274 0.504 -0.203
0.186 0.103 -0.227
-0.292 -0.004 0.242
-0.093 0.142 -0.239
-0.843 1.013 0.673
0.005 -0.657 -0.269
-0.756 -0.135 0.034
1.862 -0.148 0.400
-0.538 -0.431 -1.136
0.035 0.116 0.072
0.025 -0.054 -0.163
0.148 0.292 0.082
0.441 0.441 0.057
-0.013 0.030 0.194
-0.096 -0.130 0.206
-0.673 -0.708 -0.369
0.464 0.410 0.231

The HOMO energy is -9.1 eV. As for the SMILES: O=C1C=CC(=O)C=C1.O=C1C=CC(=O)C=C1.O=C1C=CC(=O)C=C1.C1CCOC1.C1CCOC1.C1CCOC1.C1CCOC1.C1CCOC1.C1CCOC1.C1CCOC1.C1CCOC1.



# 2
Here is a 10-piece molecular cluster, C50H79BrIN4O32P2S2 overall at a distorted geometry from OMol25. Energies are from ωB97M-V/def2-TZVPD.

Element x y z (Å)
C  1.387  4.083  1.990
C  0.587  3.549  0.734
N  0.259  2.126  0.593
C  -0.152  1.347  1.763
C  -1.759  1.574  1.901
Br  -1.942  3.273  3.008
N  -2.568  0.592  2.611
C  -4.004  0.930  2.515
C  -4.698  1.396  3.928
C  -6.284  1.129  3.973
O  -6.947  2.272  4.617
C  -2.180  -0.820  2.612
C  -2.778  -1.767  1.458
C  -2.450  -3.363  1.650
C  -3.815  -4.269  1.661
I  -3.468  -6.056  0.396
P  -3.035  -1.624  4.173
S  -4.910  -2.046  3.989
C  -0.540  -0.859  2.757
P  -0.118  -0.413  4.553
O  -1.065  0.876  5.210
O  1.462  0.276  4.793
S  0.015  -1.962  5.765
N  0.249  -0.141  1.706
C  0.033  -0.556  0.267
C  0.092  -2.125  -0.076
C  1.259  -2.431  -1.190
C  1.666  -3.983  -1.150
N  2.987  -4.266  -0.533
C  3.873  -3.463  0.282
C  5.193  -4.103  0.781
C  5.063  -5.516  0.107
C  3.709  -5.548  -0.676
C  1.737  -0.388  1.857
C  2.725  0.836  2.078
C  3.367  1.419  0.707
O  3.161  0.939  -0.437
O  4.293  2.518  0.773
H  0.929  3.790  3.016
H  1.335  5.241  1.972
H  2.496  3.820  2.052
H  1.174  3.881  -0.211
H  -0.402  4.161  0.675
H  -0.421  2.072  -0.194
H  0.236  1.757  2.777
H  -2.255  1.792  0.874
H  -4.700  0.119  2.112
H  -4.187  1.845  1.822
H  -4.152  0.937  4.839
H  -4.563  2.541  4.056
H  -6.743  0.862  2.962
H  -6.441  0.249  4.713
H  -6.791  2.235  5.591
H  -2.506  -1.441  0.379
H  -3.935  -1.750  1.395
H  -1.767  -3.579  2.539
H  -1.889  -3.792  0.731
H  -4.700  -3.739  1.176
H  -4.107  -4.618  2.707
H  -2.376  -2.882  4.485
H  -2.934  -0.836  5.352
H  -0.294  -1.991  2.681
H  -1.387  0.583  6.095
H  1.441  0.701  5.692
H  -0.944  -0.082  -0.145
H  0.833  -0.119  -0.454
H  -0.882  -2.444  -0.614
H  0.343  -2.817  0.797
H  2.171  -1.746  -1.060
H  0.779  -2.219  -2.205
H  1.729  -4.361  -2.244
H  0.852  -4.608  -0.609
H  3.701  -2.383  0.599
H  6.022  -3.676  1.449
H  5.868  -6.326  0.221
H  3.421  -6.484  -1.254
H  1.926  -1.129  2.733
H  2.229  -0.940  0.964
H  3.654  0.373  2.606
H  2.388  1.651  2.799
H  4.223  2.924  -0.128
C  5.367  -9.942  -3.030
C  4.026  -9.349  -2.724
O  4.116  -9.051  -1.337
C  5.439  -8.916  -1.042
O  5.861  -8.501  0.002
O  6.220  -9.311  -2.082
H  5.694  -9.730  -4.048
H  5.395  -11.023  -2.865
H  3.843  -8.421  -3.275
H  3.209  -10.045  -2.921
C  2.681  6.472  -3.738
C  2.211  7.292  -2.579
O  2.127  6.338  -1.524
C  2.967  5.320  -1.841
O  3.264  4.428  -1.088
O  3.430  5.435  -3.112
H  3.307  7.042  -4.426
H  1.855  6.024  -4.297
H  2.928  8.068  -2.296
H  1.242  7.756  -2.763
C  -2.328  8.559  -5.160
C  -1.842  7.277  -4.560
O  -0.483  7.563  -4.252
C  -0.379  8.916  -4.119
O  0.595  9.483  -3.697
O  -1.513  9.540  -4.524
H  -3.385  8.740  -4.956
H  -2.161  8.605  -6.244
H  -2.367  7.020  -3.634
H  -1.916  6.438  -5.254
C  7.050  -9.599  -7.017
C  7.936  -10.336  -7.974
O  8.756  -11.116  -7.115
C  8.075  -11.276  -5.947
O  8.406  -12.019  -5.067
O  6.969  -10.482  -5.908
H  6.060  -9.404  -7.432
H  7.488  -8.654  -6.683
H  7.375  -11.006  -8.633
H  8.542  -9.664  -8.585
C  -7.931  5.281  4.523
C  -7.198  5.481  3.233
O  -7.714  6.717  2.760
C  -8.179  7.399  3.846
O  -8.528  8.546  3.825
O  -8.196  6.610  4.954
H  -7.335  4.745  5.262
H  -8.881  4.759  4.388
H  -6.117  5.579  3.376
H  -7.389  4.680  2.517
C  3.940  -3.351  6.166
C  2.857  -3.093  7.168
O  3.268  -3.857  8.291
C  4.618  -4.020  8.191
O  5.309  -4.473  9.056
O  5.077  -3.600  6.979
H  4.113  -2.496  5.509
H  3.743  -4.236  5.553
H  2.798  -2.040  7.460
H  1.877  -3.418  6.815
C  9.565  -6.361  -2.800
C  8.402  -5.653  -2.176
O  7.507  -5.485  -3.267
C  7.808  -6.444  -4.182
O  7.138  -6.694  -5.147
O  8.965  -7.085  -3.865
H  10.065  -7.036  -2.104
H  10.303  -5.669  -3.216
H  7.911  -6.253  -1.404
H  8.681  -4.688  -1.750
C  -3.083  10.154  -10.485
C  -3.551  10.973  -9.322
O  -3.643  10.017  -8.274
C  -2.808  8.993  -8.593
O  -2.518  8.098  -7.844
O  -2.343  9.111  -9.864
H  -2.453  10.723  -11.170
H  -3.911  9.713  -11.047
H  -2.829  11.744  -9.035
H  -4.518  11.444  -9.505
C  -12.920  3.100  3.771
C  -12.300  4.389  3.325
O  -11.094  4.439  4.074
C  -10.776  3.158  4.410
O  -9.732  2.826  4.901
O  -11.794  2.304  4.117
H  -13.505  2.624  2.982
H  -13.552  3.223  4.655
H  -12.054  4.388  2.259
H  -12.929  5.252  3.543

Force components x, y, z for each atom (eV/Å):
0.027 0.481 1.005
0.014 2.804 -0.608
0.212 -1.093 0.869
-1.723 2.663 0.865
-0.364 -0.831 -0.241
0.156 -0.514 -0.862
-0.197 -0.025 -1.063
-2.575 1.202 0.705
0.389 0.722 -0.238
0.727 -0.683 2.309
0.767 -0.755 -0.432
0.610 0.190 -0.249
-0.527 -1.073 -1.320
-0.316 -0.546 -1.256
0.357 0.555 0.552
-0.223 0.737 0.699
-0.600 -1.531 0.945
-0.438 0.039 -0.415
-1.523 -1.945 0.015
2.071 1.358 4.436
1.305 -2.246 -1.283
-2.439 0.142 -0.989
-1.017 0.720 -1.319
0.396 0.829 -1.812
-1.222 -0.870 -3.457
0.743 -0.300 -1.060
-0.574 -0.167 0.366
-0.360 -0.056 -0.836
4.515 -1.726 1.572
2.502 -0.143 1.667
-5.048 -2.194 -3.862
-2.817 3.046 -0.334
3.642 0.787 2.404
3.594 -0.939 1.128
1.733 0.302 0.063
0.630 0.341 -3.223
-0.018 0.935 4.188
-2.746 -2.335 0.461
0.541 0.396 -1.769
0.050 -1.968 -0.138
-1.514 0.216 -0.509
-0.840 -0.820 1.647
1.578 -0.888 0.311
0.722 -0.312 1.078
-0.139 -0.648 -1.995
1.107 -0.017 1.588
1.482 0.701 0.454
0.689 -1.595 0.942
-0.995 0.540 -1.548
-0.191 -1.910 -0.329
0.505 0.789 1.409
0.146 1.110 -1.713
-0.206 -0.231 -1.258
-0.012 -0.352 1.996
1.971 0.468 0.758
-1.119 0.185 -1.052
-0.757 1.185 1.614
1.370 -0.682 0.724
0.412 0.425 -1.628
0.089 1.298 -0.297
0.689 -0.114 -0.707
-0.037 1.995 0.342
0.316 0.051 -0.715
-0.117 -0.489 -1.052
1.378 -0.992 1.126
-1.067 -0.132 2.079
1.536 0.458 1.393
-0.686 1.062 -0.924
-1.279 -1.052 -0.227
0.904 -0.206 1.333
-0.116 0.534 1.882
1.286 1.059 -0.865
-0.383 -1.659 -0.901
-1.699 -0.635 -1.321
-1.890 1.206 -0.455
-0.190 1.826 0.810
-0.675 1.417 -1.274
-1.594 0.938 1.195
-1.583 0.686 -0.798
0.378 -1.100 -1.266
0.163 -0.247 0.557
0.208 -0.522 -0.875
-0.670 -0.020 -0.515
0.557 0.123 0.308
0.528 0.186 0.751
-0.339 -0.419 -0.899
-0.422 0.411 0.662
0.166 -0.012 0.243
0.024 0.085 0.010
0.054 -0.025 0.034
0.032 0.106 0.217
-0.145 0.345 -0.891
-0.465 1.021 -0.103
0.618 -1.175 0.074
0.188 -0.013 0.007
-0.175 0.398 -0.366
-0.114 -0.369 1.039
0.063 -0.218 0.118
0.046 0.018 0.075
-0.050 -0.087 0.009
0.437 -0.266 0.349
-0.583 0.246 -0.640
-0.600 -0.762 -0.004
0.272 0.570 0.060
0.213 1.027 0.078
-0.820 -0.470 -0.458
0.960 -0.341 0.675
0.165 0.159 0.075
-0.022 0.007 1.075
0.085 0.021 -0.005
0.207 0.091 0.063
-0.381 0.953 -0.223
0.081 0.066 -0.848
-0.324 -0.021 0.596
0.511 -0.810 0.825
-0.363 0.681 -0.743
0.372 -0.462 -0.019
0.027 -0.104 0.203
-0.063 -0.075 0.006
0.043 0.008 0.056
0.085 -0.173 0.137
-0.227 -0.849 0.465
0.498 -0.540 -0.369
-0.230 0.305 0.359
-0.403 1.082 0.233
0.310 -0.993 -0.056
0.143 0.607 -0.641
-0.152 0.202 0.002
0.424 0.192 0.055
-0.032 0.026 -0.010
-0.044 0.198 -0.016
0.059 0.063 -0.825
-0.724 0.234 0.026
0.497 -0.064 -0.159
0.853 -0.569 1.071
-0.666 0.448 -0.843
-0.240 -0.048 0.425
0.174 -0.090 0.109
-0.004 0.038 0.047
-0.001 -0.040 -0.023
0.217 -0.104 0.266
0.856 -0.085 0.357
-0.053 0.328 0.894
0.089 -0.446 -0.629
-0.427 -0.189 -0.549
0.454 0.118 0.679
-0.686 0.263 -0.273
-0.093 -0.074 -0.222
-0.069 -0.036 -0.005
0.019 0.006 -0.084
-0.190 -0.023 -0.162
-0.077 0.253 -0.914
-0.287 0.953 -0.078
0.436 -0.776 0.006
0.140 -0.488 0.088
-0.390 0.400 -1.590
-0.150 -0.178 0.884
0.064 -0.220 0.105
0.059 0.001 0.067
-0.034 -0.087 0.003
0.051 -0.146 0.208
-0.854 -0.265 -0.064
-0.426 0.682 -0.523
0.138 -0.588 0.227
0.794 -0.536 0.525
-1.183 0.223 -0.408
0.581 0.391 0.078
0.172 -0.107 0.127
0.069 0.004 -0.046
0.005 -0.020 0.076
0.246 -0.013 0.064

The net charge is +1. The HOMO energy is -9.6 eV.



| no. | gap between HOMO and LUMO (eV) | E_tot (eV) |
| --- | --- | --- |
| 1 | 7.74 | -81739.2594 |
| 2 | 6.78 | -242988.6157 |